(1)
C30H57FIN2O9S2 | ωB97M-V/def2-TZVPD

Positions of all 102 atoms, in Å:
I1 -1.3545 0.0745 -2.2034
S1 -8.3670 6.0195 0.1822
S2 -6.0039 -0.0729 0.4225
F1 3.2758 -5.5926 0.1980
O1 4.7235 -0.5280 1.6407
O2 3.5496 2.5506 0.7152
O3 -8.9946 6.4779 1.3931
O4 6.9205 -3.0854 0.5808
O5 0.6770 -3.5066 1.5537
O6 1.7359 -1.8421 -1.4682
O7 -5.1001 -0.7564 1.3207
O8 -6.6857 -0.8143 -0.6078
O9 -7.0880 5.3515 0.2467
N1 2.9104 -3.3950 0.7021
N2 2.4076 1.8447 -1.1458
C1 4.7626 1.0235 -1.5375
C2 1.4022 -3.4999 0.3666
C3 4.4778 -1.8390 2.0292
C4 4.8724 -0.1896 -2.4624
C5 -7.1739 0.8726 1.3908
C6 2.5308 2.1567 0.2225
C7 -9.5385 5.0173 -0.7316
C8 -8.3002 7.3754 -0.9992
C9 -6.4913 2.2231 1.5828
C10 1.2790 1.9461 1.0330
C11 8.1483 -2.4224 0.8569
C12 -5.1406 1.3372 -0.2879
C13 3.6622 2.0142 -1.8984
C14 0.9123 -2.2721 -0.4216
C15 -2.9255 -2.0905 -0.8501
C16 5.0499 -3.4687 -0.8136
C17 -9.1970 6.9600 -2.1722
C18 3.4377 -4.7111 1.2291
C19 3.5755 -3.0806 -0.6738
C20 -5.8735 2.5846 0.2270
C21 -0.4670 -2.5839 -1.0127
C22 4.5722 -0.8686 3.1232
C23 6.1610 -2.4806 -0.4490
C24 8.0162 -1.2404 1.7996
C25 3.7839 -1.2740 -2.4636
C26 -10.2748 6.0195 -1.6143
C27 2.8309 -5.2871 2.4775
C28 3.0532 -2.3177 1.7309
C29 3.1303 -1.6992 -1.1554
C30 -1.5250 -1.5172 -0.7541
H1 3.4364 1.9291 -2.9609
H2 5.8569 -0.6333 -2.3268
H3 -3.0768 -2.8436 -0.0750
H4 -8.0838 0.9576 0.7972
H5 5.2966 -4.3935 -0.3060
H6 4.7208 0.7504 -0.4832
H7 3.4123 -6.1781 2.7048
H8 -5.1644 1.2470 -1.3713
H9 1.7087 2.4723 -1.5332
H10 8.8042 -3.1747 1.2896
H11 4.5042 -4.5730 1.3821
H12 2.5921 -2.6735 2.6425
H13 0.4733 1.5414 0.4296
H14 -6.6610 2.8682 -0.4695
H15 -8.6755 8.2582 -0.4858
H16 0.7823 -1.4860 0.3295
H17 6.8013 -2.3131 -1.3187
H18 5.5022 -0.5356 3.5538
H19 0.2039 -4.3377 1.6637
H20 -5.2004 3.4336 0.3085
H21 5.7837 -1.4997 -0.1452
H22 1.5181 1.2766 1.8568
H23 -4.1108 1.2874 0.0628
H24 1.7987 -5.5918 2.3557
H25 7.7311 -0.3185 1.2978
H26 -0.8526 -3.5396 -0.6520
H27 7.2959 -1.4582 2.5859
H28 5.1560 -3.7229 -1.8655
H29 2.9632 -0.9499 -3.1006
H30 3.6632 -0.3846 3.4537
H31 -1.3810 -1.0445 0.2138
H32 3.0446 -3.7492 -1.3495
H33 -10.8257 5.5175 -2.4075
H34 -5.7085 2.1355 2.3393
H35 -10.1732 4.4931 -0.0210
H36 8.9764 -1.0635 2.2821
H37 -8.9666 4.3037 -1.3251
H38 4.0399 3.0266 -1.7398
H39 2.9095 -4.6195 3.3294
H40 4.2062 -2.1422 -2.9693
H41 -9.6335 7.8329 -2.6536
H42 3.2327 -0.9267 -0.3907
H43 -10.9904 6.5843 -1.0139
H44 -7.3777 0.3345 2.3134
H45 2.5119 -1.4428 1.3961
H46 5.7081 1.5553 -1.6437
H47 8.6119 -2.1110 -0.0835
H48 -7.2622 7.5267 -1.2829
H49 0.9786 2.8949 1.4732
H50 4.8882 0.2005 -3.4825
H51 -3.0844 -2.5553 -1.8229
H52 -8.6049 6.4328 -2.9224
H53 5.2850 -2.5568 1.9191
H54 -7.1938 2.9847 1.9154
H55 1.2636 -4.4178 -0.1996
H56 -3.6789 -1.3252 -0.7113
H57 -0.3130 -2.6963 -2.0853

Results
Calculated total energy, eV: -85922.3573
HOMO level, hartree: -0.4187
Net charge: +1

(2)
C30H57N14OSi | ωB97M-V/def2-TZVPD

Positions of all 103 atoms, in Å:
Si1 3.3158 0.2479 0.3222
O1 2.9317 -1.0304 -0.6943
N1 2.8729 -2.9553 -7.6641
N2 4.6900 2.0818 -8.5177
N3 -3.2625 4.2937 3.4665
N4 1.8267 5.6265 5.9979
N5 -2.6461 0.1232 -0.0343
N6 0.8301 -1.2040 -5.1969
N7 0.9325 -5.3639 1.8602
N8 -1.9853 -1.3641 -3.2231
N9 -3.4575 -2.2389 4.0634
N10 -1.3734 1.9337 0.9575
N11 -0.1944 -1.6718 -0.9793
N12 -0.0130 7.6070 0.5731
N13 -3.2475 0.4919 7.2457
N14 -1.1600 1.4835 -1.2976
C1 3.7373 1.7735 -0.6667
C2 -2.9145 -2.2216 0.6769
C3 3.9998 2.5227 -7.7137
C4 1.4370 6.4952 5.3557
C5 0.2261 -3.5881 -6.0558
C6 1.8650 0.5892 1.4432
C7 -2.5378 -0.8079 1.1224
C8 3.1242 3.0822 -6.6924
C9 -0.6598 5.3483 1.7000
C10 -2.8077 0.0850 -5.2198
C11 -0.3553 -2.6182 0.1891
C12 -3.9995 2.0932 4.6473
C13 -2.3488 -0.7111 -4.0943
C14 -3.7820 -1.9801 7.8537
C15 0.9948 -1.9054 -1.8666
C16 4.2302 -0.8698 -6.8994
C17 -3.5874 3.3237 3.9891
C18 -3.9280 -4.7371 4.6388
C19 2.0363 -0.8114 -1.7754
C20 -0.3029 6.6084 1.0621
C21 -1.7580 -3.1837 0.2942
C22 0.9364 7.5720 4.5113
C23 0.5634 -2.2581 -5.5721
C24 -3.6635 -3.3397 4.3212
C25 3.1965 -4.0819 1.9613
C26 3.4755 -2.0377 -7.3266
C27 -1.7327 1.2278 -0.0270
C28 -3.5085 -0.5909 7.5214
C29 1.9503 -4.8330 1.9078
C30 4.7591 -0.3209 1.3363
H1 3.5785 -0.2129 -6.3246
H2 -1.6924 -4.0028 1.0143
H3 -1.4891 2.3617 -1.6872
H4 4.5556 2.3121 -0.1842
H5 5.5630 -0.7242 0.7149
H6 1.5686 8.4526 4.6044
H7 -1.9935 -3.6633 -0.6637
H8 0.3557 -3.4272 0.0477
H9 0.0281 5.1361 2.5178
H10 0.9937 0.9787 0.9059
H11 -3.1008 -2.3099 8.6360
H12 -3.2460 -5.0768 5.4164
H13 3.1176 -3.3199 2.7358
H14 3.3612 -3.5931 1.0000
H15 0.9365 7.2429 3.4738
H16 4.0366 -4.7343 2.1887
H17 -2.2812 1.0379 -5.2339
H18 -0.8484 -3.7490 -5.9818
H19 2.7634 4.0581 -7.0121
H20 0.6427 -1.9674 -2.8967
H21 -3.6106 -2.1295 -0.1599
H22 -3.2082 -0.5098 1.9344
H23 -1.6756 5.3888 2.0901
H24 1.4563 -2.8571 -1.6025
H25 0.5544 -3.6792 -7.0896
H26 -3.8782 0.2627 -5.1343
H27 2.5910 -0.8262 -2.7194
H28 -3.6378 -2.5912 6.9650
H29 4.4559 -1.0852 2.0573
H30 2.2724 2.4225 -6.5327
H31 -3.7845 -5.3512 3.7515
H32 -3.5968 0.4776 -0.0668
H33 -4.9535 -4.8491 4.9865
H34 3.6708 3.1970 -5.7580
H35 -3.3808 1.9032 5.5211
H36 4.6098 -0.3299 -7.7645
H37 -1.0341 -1.7266 -1.5797
H38 -0.0809 7.8295 4.8004
H39 1.5489 0.1710 -1.6902
H40 -1.5308 -0.7501 1.5414
H41 -4.8065 -2.0869 8.2056
H42 4.0550 1.5222 -1.6840
H43 -1.4673 0.7595 -1.9399
H44 0.7477 -4.3374 -5.4627
H45 5.1566 0.5236 1.9075
H46 -0.1333 -0.7193 -0.6142
H47 -3.4700 -2.6957 1.4880
H48 -1.8968 1.6951 1.7981
H49 2.1457 1.3324 2.1945
H50 -3.8990 1.2535 3.9595
H51 -5.0385 2.1702 4.9630
H52 -2.6005 -0.4470 -6.1467
H53 1.5736 -0.3298 1.9651
H54 5.0673 -1.1810 -6.2762
H55 -0.6076 4.5339 0.9784
H56 -0.0460 -2.0885 1.0927
H57 2.8769 2.4431 -0.7517

Results
Calculated total energy, eV: -62815.0023
HOMO level, hartree: -0.4453
Net charge: +1

(3)
C30H60Br3Cl4KLiN5O14SSbSi | ωB97M-V/def2-TZVPD

Positions of all 121 atoms, in Å:
Sb1 -0.1950 -1.5611 0.1456
Br1 -3.5129 2.2153 3.2621
Br2 -2.7038 2.2792 6.3666
Br3 -1.8642 4.7006 4.4364
K1 -0.2661 -1.4096 6.0506
Cl1 5.4679 4.9547 -0.2903
Cl2 -2.3875 -2.3830 0.9618
Cl3 6.3885 7.6507 -0.8599
Cl4 5.2377 7.0327 1.7336
S1 1.9896 4.2422 -1.1790
Si1 -1.1164 -1.7726 -2.2016
O1 -1.9597 12.6444 -3.4147
O2 -1.7133 10.5743 -4.2544
O3 -3.5878 11.6461 -4.6465
O4 -6.5591 -4.3750 -0.5653
O5 -0.2155 -6.0323 5.3954
O6 -0.3678 -4.5499 0.5494
O7 -3.3983 8.3282 -4.8570
O8 0.6997 -6.4947 0.6263
O9 -0.5517 3.4526 -1.5726
O10 3.7622 2.2489 2.5739
O11 1.9365 -5.8087 5.4560
O12 -3.8322 6.2353 -5.2059
O13 1.8788 -4.3256 -2.9202
O14 -4.4253 2.5319 -0.2257
N1 -1.8041 4.9733 -0.5794
N2 -0.5240 5.3863 -0.3966
N3 -3.2897 7.1512 -4.6090
N4 0.8690 -6.1411 5.9325
N5 1.7873 -6.5024 -2.4042
C1 -2.4688 11.7303 -4.0784
C2 2.4049 2.6253 2.9616
C3 5.1951 6.6834 0.0006
C4 0.7654 -1.8230 3.4594
C5 -2.4104 6.7871 -3.4681
C6 0.2076 4.4540 -1.0052
C7 0.2618 -2.1948 -3.5023
C8 1.7017 0.2970 -1.6507
C9 -1.8451 3.8273 -1.2683
C10 2.0953 -5.4869 -3.2501
C11 0.3580 -5.5150 1.2450
C12 0.4798 -1.7068 2.2886
C13 2.4030 2.7892 -2.2312
C14 -2.3117 -3.2891 -2.2758
C15 0.8996 -6.7336 7.2973
C16 1.5518 1.3557 3.2396
C17 4.6653 3.3623 2.7206
C18 -2.1102 -0.2828 -2.8521
C19 -6.0573 -4.8378 0.5840
C20 -0.9581 0.4725 0.4917
C21 0.7055 -5.2607 2.7316
C22 1.7944 -0.8452 -0.5694
C23 2.7639 1.4689 -1.4334
C24 2.7008 -5.8389 -4.5851
C25 0.5892 -3.6552 -0.1092
C26 1.9663 -7.9227 -2.6150
C27 0.0289 1.5221 2.7563
C28 -3.1785 3.3295 4.8053
C29 -4.5241 -4.9833 0.4310
C30 0.0464 1.5022 1.1631
Li1 2.7489 4.0011 1.0366
H1 -0.1158 -6.9810 7.5930
H2 2.9571 1.6200 -0.3401
H3 -4.1084 3.8369 5.0388
H4 -5.1955 2.2935 0.3032
H5 1.3834 -6.1951 -1.5262
H6 3.7248 1.0784 -1.8785
H7 0.6928 0.7788 -1.7394
H8 2.4047 -8.1406 -3.5853
H9 -1.6156 6.1527 -3.8562
H10 1.9738 0.5398 2.5876
H11 -2.3997 10.1267 -4.7849
H12 -4.1900 3.4147 0.0880
H13 -1.8108 -4.1115 -1.7058
H14 -4.0858 -5.3638 1.3686
H15 -4.2610 -5.6893 -0.3627
H16 -6.4121 -5.8361 0.9391
H17 2.0100 3.2626 2.1172
H18 -2.7547 3.2476 -1.5371
H19 2.3999 -1.7290 -0.8889
H20 3.6474 -6.3630 -4.4400
H21 1.1065 1.4377 0.8085
H22 0.6921 -3.9187 -1.1871
H23 1.5519 -3.7390 0.4738
H24 -0.3158 2.5309 0.8504
H25 2.6177 -8.3097 -1.8289
H26 1.5088 -4.4841 2.7932
H27 -3.0179 6.2569 -2.7387
H28 -6.2005 -4.2138 1.5003
H29 -3.2812 -2.9610 -1.8226
H30 -0.2144 -4.9636 3.2843
H31 0.4006 -1.3841 -4.2649
H32 2.0109 -6.4636 -5.1554
H33 1.5177 -7.6272 7.2528
H34 1.2389 -2.3077 -2.9708
H35 2.5204 3.1832 3.9306
H36 1.0818 -6.2098 3.1815
H37 2.2940 -0.4062 0.3477
H38 -0.6270 0.7233 3.1688
H39 4.2645 4.2475 2.1277
H40 -0.2616 2.5532 3.1040
H41 -2.0018 7.6995 -3.0398
H42 1.3279 -5.9914 7.9676
H43 0.0725 -3.1814 -3.9985
H44 -1.4251 0.4688 -3.3462
H45 2.8910 -4.9281 -5.1488
H46 0.9919 -8.4088 -2.5412
H47 -4.0464 -4.0239 0.2135
H48 -2.7933 0.1882 -2.1031
H49 1.5922 0.9821 4.2924
H50 4.7512 3.7162 3.7852
H51 3.3145 3.0839 -2.8192
H52 -1.8239 0.3694 1.2089
H53 1.9593 -0.1337 -2.6580
H54 0.9216 -1.8800 4.5592
H55 1.5153 2.5950 -2.8827
H56 -2.7732 -0.6598 -3.6856
H57 5.7059 3.1188 2.3902
H58 -1.3860 0.9879 -0.4061
H59 4.2093 6.9413 -0.3759
H60 -2.4172 -3.6220 -3.3423

Results
Calculated total energy, eV: -370179.6178
HOMO level, hartree: -0.0877
Net charge: -1

(4)
C30H60BrClNO11P | ωB97M-V/def2-TZVPD

Positions of all 105 atoms, in Å:
Br1 3.8831 -0.6559 3.6778
Cl1 -5.8084 -1.3386 -0.6150
P1 0.7324 3.7169 5.8391
O1 1.7896 2.3707 5.5891
O2 0.3397 2.3870 -1.1817
O3 -2.1417 -7.1701 -1.4660
O4 1.0261 -1.0385 3.9964
O5 1.5376 4.0126 7.2517
O6 -3.5303 -5.2173 -1.6687
O7 -0.3250 5.0632 6.0892
O8 1.1161 1.7733 -5.4500
O9 -0.4670 2.8091 6.1385
O10 0.5514 -0.3567 -0.6631
O11 2.9691 3.3984 -0.8854
N1 -2.1676 2.3840 -0.9416
C1 -3.0403 -1.4268 -0.0995
C2 2.6732 -2.4179 -1.1932
C3 1.3694 0.1705 1.7780
C4 0.9703 3.5017 -3.4761
C5 2.6554 -1.4516 0.1422
C6 -0.2957 -0.2580 -6.2663
C7 -1.9712 -0.8145 -1.2268
C8 4.1450 2.9572 -0.0812
C9 -2.6849 2.8704 -2.2775
C10 1.2334 5.0995 8.1002
C11 0.1537 -4.6197 2.4798
C12 0.0910 -6.0030 1.5414
C13 1.1158 -0.9467 0.5592
C14 1.3611 1.0665 5.9457
C15 1.1727 2.2675 -2.4172
C16 -2.5914 -6.0032 -2.2411
C17 -0.7441 -5.6594 0.1596
C18 2.7603 2.3515 -1.8978
C19 -0.7996 -6.9570 -0.8771
C20 -0.8930 1.5934 -1.2941
C21 -0.8197 0.1372 -0.4742
C22 0.1854 -2.2320 1.0803
C23 1.9538 -0.5057 3.1572
C24 -2.1070 -5.5860 -3.7525
C25 0.5540 3.0554 -4.9976
C26 -3.9034 3.9642 -2.1966
C27 0.3477 1.2230 -6.5996
C28 -4.3531 -0.4749 0.1413
C29 -0.1319 6.0803 5.1214
C30 1.0725 -3.4801 1.6734
H1 0.1485 4.2587 -3.0669
H2 3.2620 -1.8672 1.0534
H3 0.3881 0.7486 2.0716
H4 0.7972 -4.9087 3.4424
H5 0.5579 0.7374 5.2826
H6 -1.7275 -6.5092 -4.4061
H7 -0.3311 -6.9297 2.1323
H8 -3.7243 4.8379 -1.4143
H9 4.8682 3.8525 0.2040
H10 1.5056 -4.0681 0.7291
H11 1.6215 -2.9760 -1.2007
H12 -1.0445 1.2786 -2.4355
H13 -4.5433 -0.4590 1.3189
H14 -0.3470 5.6872 4.1248
H15 2.0058 -3.1613 2.3037
H16 -3.9376 4.5096 -3.2579
H17 -0.5502 1.9197 -6.9297
H18 -3.0164 -5.1228 -4.3637
H19 3.2119 -0.4466 -0.1837
H20 -2.5420 -1.6116 0.9462
H21 1.0815 1.1861 -2.9077
H22 1.0083 3.8873 -5.7230
H23 1.2184 -6.1769 1.1998
H24 3.5815 -3.1565 -1.1239
H25 -1.8319 3.3579 -2.9306
H26 -1.2528 -4.7784 -3.7878
H27 -4.2123 0.6429 -0.1773
H28 1.8980 5.0635 8.9686
H29 -1.8794 -5.3954 0.4003
H30 3.3846 2.5595 -2.8934
H31 -1.1732 0.2231 0.6377
H32 -0.8108 6.9075 5.3375
H33 -0.6181 3.1442 -5.1260
H34 -1.3715 -1.7605 -1.6334
H35 -0.4573 -2.6857 0.1823
H36 -0.9053 -4.2247 2.7827
H37 2.7072 -1.7033 -2.1308
H38 -1.8879 3.2093 -0.3583
H39 -0.2223 -4.7884 -0.4592
H40 -0.1313 -1.0532 -7.1331
H41 2.2084 0.3839 5.8176
H42 0.8985 6.4412 5.1616
H43 -0.5892 -7.9095 -0.1893
H44 3.7973 2.4641 0.9387
H45 -0.5281 -1.8500 1.9422
H46 0.2025 5.0412 8.4575
H47 1.9594 4.1620 -3.5798
H48 1.4133 6.0467 7.5850
H49 -3.3998 -2.4856 -0.5153
H50 1.0379 1.0814 -7.5567
H51 -3.0802 1.9303 -2.8636
H52 -2.5625 -0.2435 -2.0594
H53 1.0469 1.0326 6.9942
H54 0.0671 -6.9280 -1.6880
H55 -4.9850 3.4743 -2.0818
H56 4.8154 2.1629 -0.6305
H57 0.2319 -0.7113 -5.3130
H58 3.0345 1.2739 -1.5234
H59 -1.4491 -0.2236 -6.0363
H60 2.1682 0.9882 1.4435

Results
Calculated total energy, eV: -147930.3763
HOMO level, hartree: -0.3435
Net charge: 0
SMILES string: CCN[C@@H](O[C@@H](CCOCC)COC)[C@@H](CCCCl)O[C@](CC)(CCCCCCOC(C)=O)CC(=O)Br.COP(=O)(OC)OC

- Among the records above, which one has the lowest calculated total energy?
  C30H60Br3Cl4KLiN5O14SSbSi

- calculated total energy of number 3 (C30H60Br3Cl4KLiN5O14SSbSi)?
  -370179.6178 eV